20
Properties=species:S:1:pos:R:3:forces:R:3 method="wB97M-V/def2-TZVPD" multiplicity=1 smiles=CCSC.CC de_lowest_ev=1.492 orbital_gap_ev=9.5 total_energy_ev=-16245.8088
C -1.804 -0.666 1.949 2.3979 0.6301 2.2655
C -2.025 0.101 0.676 -3.1736 -1.1277 -0.7908
S -1.450 1.753 0.311 -0.7428 -0.2851 0.4303
C 0.264 1.522 0.025 2.2512 -0.5965 -0.7907
H -2.327 -1.632 1.922 0.6021 0.1690 -0.0837
H -1.940 -0.244 2.976 -1.1873 0.4642 -1.0449
H -0.690 -0.708 2.117 -0.6689 -1.0951 -0.6991
H -1.758 -0.604 -0.103 0.7521 0.1312 -0.4700
H -3.157 0.039 0.475 1.3063 0.9376 0.3691
H 0.638 1.037 -0.897 -1.1321 0.2043 -0.3536
H 0.669 2.538 -0.059 0.1587 -0.2451 0.4667
H 0.846 0.887 0.714 -0.5457 0.7981 0.6930
C 3.180 -1.979 -0.837 -1.7923 0.7068 0.3767
C 2.591 -1.927 -2.240 2.9190 -0.2876 -2.5876
H 2.600 -1.278 -0.229 0.2728 0.0014 0.2856
H 2.893 -2.966 -0.497 0.4861 -0.1583 0.6530
H 4.231 -1.752 -0.668 -0.0184 -0.2288 -0.4943
H 1.597 -1.575 -2.451 -0.4930 -0.0277 0.6226
H 2.756 -2.923 -2.654 -0.8531 -0.3074 -0.0229
H 3.239 -1.424 -3.024 -0.5390 0.3167 1.1753


66
Properties=species:S:1:pos:R:3:forces:R:3 method="wB97M-V/def2-TZVPD" multiplicity=1 charge=-2 orbital_gap_ev=7.2 total_energy_ev=-213576.4691
Li -1.975 1.260 -4.489 0.5518 -0.7325 0.2655
Li 1.056 -1.961 -0.258 1.5244 -1.0550 0.2733
Li -0.228 -0.208 -0.367 -1.4427 1.7404 -0.4352
N 1.263 -0.198 0.715 2.1877 2.0942 -2.1660
S 2.417 0.966 0.140 1.5732 0.2401 -8.2648
O 3.674 0.430 -0.326 -1.5960 0.1241 2.2881
O 2.296 2.313 0.528 -0.3164 0.2518 1.5162
F 1.653 1.018 -1.307 -0.5639 -0.2337 0.8508
S 1.903 -0.149 2.098 -1.2597 -3.5882 9.0547
O 1.553 1.069 2.847 1.7766 -1.8408 -1.3665
O 3.124 -0.932 2.288 -1.8121 2.5139 -0.6321
F 0.802 -1.179 2.773 0.5194 0.4018 -0.4795
N 2.290 -3.463 -0.191 -0.1316 -0.8637 4.4634
S 2.666 -4.573 1.032 1.2601 -0.1069 4.7130
O 4.078 -4.510 1.395 -2.6609 0.2110 -0.3976
O 2.018 -5.879 1.105 0.8255 2.0904 -0.9660
F 1.837 -3.776 2.160 0.5570 0.0046 -0.4157
S 2.575 -4.471 -1.277 1.7376 -2.3500 -9.0410
O 1.488 -5.340 -1.663 1.4683 0.1366 0.9534
O 3.974 -4.964 -1.320 -3.2596 0.8342 0.2803
F 2.462 -3.381 -2.474 0.4666 -0.3037 0.5173
N 4.792 0.332 -5.073 2.4635 4.8961 2.0039
S 4.800 1.643 -3.926 3.8497 3.9700 0.0827
O 5.263 1.400 -2.566 -1.3948 -0.2045 -1.7218
O 3.825 2.712 -4.159 1.5636 -1.9655 0.2807
F 6.192 2.213 -4.516 -0.3823 0.3349 -0.4734
S 3.584 -0.187 -4.361 -6.9933 -6.7170 -1.1878
O 2.301 0.483 -4.784 2.7771 -1.5699 1.8108
O 3.784 -0.887 -3.110 -0.9680 2.2611 0.3791
F 3.586 -1.533 -5.213 -0.8491 -0.6888 -1.5246
N -0.497 -1.853 -1.338 0.5480 2.0124 -4.7824
S -1.475 -3.001 -1.491 -6.0053 -10.3614 4.3997
O -0.970 -4.379 -1.834 -1.4182 5.0331 0.2787
O -2.887 -2.695 -1.807 3.1769 0.2534 -0.5960
F -1.586 -3.140 0.110 0.0087 -0.0478 0.4378
S -0.537 -1.645 -3.072 5.8391 3.4781 -4.6400
O -1.487 -0.702 -3.641 -0.0411 -0.4754 1.2253
O -0.100 -2.704 -3.962 -1.7829 0.7326 2.2523
F 0.817 -0.771 -3.022 -1.6153 -0.5004 0.5244
N -2.920 2.194 -3.107 -0.9062 -1.5967 3.5511
S -2.557 3.603 -2.564 5.5648 6.7442 -1.5918
O -1.165 3.698 -2.029 -3.8021 -0.8484 -0.2912
O -3.557 4.507 -2.109 -0.2990 -1.0397 0.6332
F -2.307 4.185 -4.027 -0.0050 0.0325 -0.8864
S -3.010 1.522 -1.560 -1.6395 -5.8240 0.7529
O -3.915 2.075 -0.583 1.2877 0.1182 -1.7618
O -1.792 0.910 -1.055 -0.7509 1.1559 -0.7602
F -3.791 0.209 -2.148 0.5248 1.2738 0.7222
C -2.487 0.388 4.563 1.6122 0.0027 1.5495
C -3.902 0.746 5.171 3.3811 -0.8665 -0.3198
C -3.823 2.116 5.859 -0.7036 0.6854 -2.9570
F -4.996 2.498 6.348 -1.4037 -0.0007 0.8768
F -2.898 2.278 6.767 1.2423 -0.7345 1.5789
F -4.683 0.735 4.115 -2.1341 0.7960 -0.6948
F -4.299 -0.282 5.974 0.1755 0.3943 0.1915
O -1.613 1.493 4.090 -2.0437 -0.3447 -1.6379
C -1.690 1.733 2.700 -0.5533 -1.1384 0.5404
C -0.845 3.022 2.414 1.2714 -0.7056 -0.1515
F -0.658 3.259 1.090 -0.9545 -0.2125 0.4548
F -1.412 4.065 3.025 -1.0585 0.7269 -0.0747
F -1.158 0.646 2.050 -0.1808 0.7910 0.0962
F -3.010 1.752 2.236 1.7549 0.6413 0.8390
H -2.548 -0.460 3.881 -0.3613 0.4792 -0.4838
H -1.871 -0.012 5.369 -0.1294 0.1004 0.2489
H -3.582 2.802 5.047 0.0147 0.1128 -0.2709
H 0.157 2.960 2.837 -0.0853 -0.7528 0.0854


6
Properties=species:S:1:pos:R:3:forces:R:3 method="wB97M-V/def2-TZVPD" s2=1.06 multiplicity=2 charge=+1 de_lowest_ev=7.739 orbital_gap_ev="5.4 / 6.4" total_energy_ev=-50806.8610
H 0.506 1.864 -1.492 -0.1011 -0.3365 -0.0911
C 0.573 0.836 -1.173 0.5849 -0.1393 0.2278
C 0.914 -0.293 -0.795 -1.1964 -0.1496 0.8133
O -1.076 -0.267 2.122 -0.6835 -0.1034 -2.0398
O -1.317 -0.447 0.937 1.5156 -0.2217 1.8224
Cu 0.400 -1.693 0.401 -0.1195 0.9505 -0.7326


8
Properties=species:S:1:pos:R:3:forces:R:3 method="wB97M-V/def2-TZVPD" multiplicity=1 smiles="S=C(Cl)Cl.O=CCl" de_lowest_ev=0.759 orbital_gap_ev=8.6 total_energy_ev=-52538.5728
S 0.626 -1.766 0.037 -0.5500 -0.1012 -0.8826
C -0.842 -1.189 -0.305 -0.7701 -1.4330 0.5430
Cl -1.649 -0.891 -1.830 0.9138 -0.1523 0.6021
Cl -2.043 -1.166 0.982 0.1783 0.2988 -0.3188
O -0.217 1.116 -0.326 2.4914 0.4248 1.0505
C 0.849 1.111 0.244 -1.4857 0.0724 1.6752
Cl 2.094 2.278 -0.019 0.2552 0.2693 -0.4463
H 1.182 0.508 1.217 -1.0331 0.6213 -2.2231


71
Properties=species:S:1:pos:R:3:forces:R:3 method="wB97M-V/def2-TZVPD" multiplicity=1 charge=-1 de_lowest_ev=2.798 orbital_gap_ev="4.9 / 4.9" total_energy_ev=-345475.4881
Ce 8.702 17.638 10.411 0.7065 -0.3055 0.9553
Se 10.733 19.636 14.723 0.0402 -0.5750 -0.2563
Sb 10.246 17.452 13.733 -0.2968 -0.0841 2.0021
Se 7.783 17.663 13.140 -0.0410 0.1404 -1.8316
Se 11.287 17.293 11.525 -0.4339 0.0862 -1.3863
Se 10.293 15.290 14.957 0.1142 0.7684 -0.5125
C 5.855 18.118 8.564 0.7912 0.2436 -1.3517
Si 7.109 18.051 7.083 1.7359 0.0560 0.8869
C 6.582 19.373 5.852 0.2094 0.5384 -0.2208
C 7.271 16.302 6.455 -1.5771 -0.8215 0.0423
C 8.890 18.438 7.629 -0.4129 -0.9851 1.6417
C 8.901 19.771 8.196 1.4602 0.6329 1.1212
C 9.344 20.934 7.483 -0.7394 -1.2933 0.1888
C 9.410 22.137 8.141 -0.4221 0.6590 -0.6884
C 8.969 22.258 9.495 -0.4908 0.3425 -0.2944
C 8.453 21.129 10.092 0.7004 -0.5398 0.1533
N 8.580 19.880 9.536 -0.9229 1.4139 -1.3123
Si 10.579 17.774 7.052 0.0264 -0.2981 0.0621
C 10.774 15.885 6.788 0.6158 1.0362 0.5676
C 11.954 18.246 8.273 0.0034 1.2497 -0.5900
C 10.939 18.643 5.451 -0.3531 1.2020 -1.8893
H 4.859 18.034 8.135 -0.2044 -0.2461 0.1746
H 5.875 19.041 9.122 0.0997 0.5567 0.0663
H 6.014 17.321 9.265 -0.1943 -0.8152 0.3901
H 6.463 20.391 6.288 -0.0436 -0.7323 0.0130
H 5.646 19.081 5.398 -0.5683 0.0426 -0.1169
H 7.273 19.515 5.008 0.0789 -0.2795 0.2778
H 6.413 16.113 5.781 0.1407 -0.2229 0.3283
H 7.173 15.624 7.343 0.0335 0.5107 -0.7264
H 8.138 15.963 5.898 0.3453 0.4816 0.0725
H 9.479 20.735 6.397 0.1928 0.7465 0.9658
H 9.632 22.998 7.477 0.1338 -0.2846 1.0389
H 8.887 23.224 10.045 0.1961 -0.8676 -0.7679
H 7.950 21.170 11.063 0.4482 -0.0431 -0.2019
H 10.264 15.371 7.607 -0.2293 -0.3508 -0.4899
H 11.842 15.628 6.866 -0.1441 0.3425 0.2566
H 10.549 15.602 5.775 -0.8239 -0.4298 -0.2636
H 11.538 18.938 9.012 0.2096 -0.0907 0.2253
H 12.783 18.826 7.790 -0.7067 -0.5232 0.1143
H 12.408 17.412 8.775 0.0379 -0.3960 0.3230
H 9.956 18.894 4.979 0.4428 -0.5321 0.1607
H 11.501 18.072 4.668 -0.1894 0.4802 0.7726
H 11.356 19.683 5.538 0.1812 -1.0273 0.1691
F 7.127 8.490 12.673 -0.1075 0.5145 -2.2512
C 7.012 8.770 11.317 -1.4768 -0.4823 -0.6326
F 5.656 8.754 10.971 1.3620 -0.3481 0.9279
F 7.534 7.684 10.627 -0.2336 1.3840 1.0726
C 7.532 10.133 10.878 0.5982 0.2860 -0.0283
C 8.506 10.769 11.664 -0.6621 -1.0004 -0.2346
C 8.928 12.034 11.319 -0.4985 1.2880 -1.3360
C 8.384 12.712 10.183 0.2300 -1.4998 -0.0950
C 7.606 11.927 9.252 0.5511 2.5838 0.0627
C 7.095 10.734 9.642 0.4032 -2.0447 1.4947
C 8.588 14.117 9.942 -0.2544 2.6681 -0.7293
C 8.545 15.355 9.696 0.1245 -3.2011 0.6796
H 8.899 10.252 12.553 -0.1664 0.3946 -0.4906
H 9.699 12.546 11.857 0.0917 0.2694 0.5892
H 7.414 12.403 8.256 -0.1998 -0.6099 1.1074
H 6.404 10.171 9.029 0.0320 0.0548 -0.1209
S 3.595 15.576 11.826 0.7072 -0.0261 -0.0150
C 4.949 15.174 12.745 0.5909 -0.8201 0.4403
N 5.212 15.668 13.990 0.6944 -1.8126 -0.1050
C 6.215 14.910 14.742 2.0962 0.6894 -1.1724
C 6.836 14.051 13.589 0.9358 0.4867 -0.1946
N 5.940 14.243 12.479 -2.1862 0.6341 -0.6911
H 4.713 16.369 14.459 -1.0353 0.8345 -0.0032
H 5.911 14.333 15.604 -0.8071 -0.1544 0.0615
H 7.021 15.614 15.096 -0.7108 -0.6927 -0.2255
H 7.006 12.976 13.727 -0.1391 0.2920 0.5550
H 7.781 14.519 13.289 0.1904 -0.3003 0.4439
H 5.959 13.646 11.640 -0.2802 0.8259 0.8206


20
Properties=species:S:1:pos:R:3:forces:R:3 method="wB97M-V/def2-TZVPD" multiplicity=1 charge=+1 de_lowest_ev=0.926 orbital_gap_ev=11.6 total_energy_ev=-9380.6576
C 1.519 -1.081 -0.598 0.4846 0.5751 0.0442
C 1.757 0.145 0.285 -0.2538 -0.2157 0.0438
C 0.594 1.149 0.362 0.0685 -1.0777 0.6098
N -0.413 0.564 1.292 -0.1769 -0.1046 -0.3026
C -1.469 -0.055 0.841 0.5237 0.5636 0.4463
N -2.352 -0.632 1.630 -0.5340 -0.6223 -0.1761
H 0.842 -1.785 -0.161 -0.7929 -0.2869 0.2147
H 1.221 -0.836 -1.607 -0.2083 0.0860 -0.1810
H 2.443 -1.625 -0.659 0.5603 -0.2591 -0.1376
H 1.903 -0.242 1.299 0.2259 0.2298 0.0828
H 2.691 0.637 0.019 -0.1109 0.1814 -0.1538
H 0.939 2.091 0.773 -0.2153 0.2266 -0.0620
H 0.027 1.261 -0.557 0.4640 0.3257 -0.3261
H -0.149 0.396 2.255 0.0496 0.2915 0.0713
H -1.594 -0.020 -0.239 -0.2536 -0.3562 0.0952
H -3.007 -1.303 1.264 -0.1352 0.2251 -0.2985
H -2.363 -0.583 2.638 0.4465 0.1683 -0.0011
H -1.631 0.873 -2.891 0.3330 -0.0337 -0.3056
H -0.155 0.591 -3.325 -0.3418 0.0572 0.0187
O -0.804 0.452 -2.622 -0.1334 0.0259 0.3178


| no. | strongest force on any atom (Eh/bohr) |
| --- | --- |
| 1 | 0.0761 |
| 2 | 0.2481 |
| 3 | 0.0463 |
| 4 | 0.0532 |
| 5 | 0.0637 |
| 6 | 0.0241 |